The following is a quantum chemistry calculation of a 2-piece molecular cluster, C2HClN2O overall at a distorted geometry, from OMol25.

F_max (hartree/bohr): 0.19200
Energy relative to the best compared isomer or geometry (same formula, charge and spin) (kJ/mol): 105.97
Spin multiplicity: 3
E_HOMO (alpha / beta) (eV): -6.942 / -10.906
Orbital gap (alpha / beta) (eV): 7.03 / 7.05
⟨S²⟩: 2.016

Last column: Löwdin spin population.
CARTESIAN COORDINATES (ANGSTROEM)
C: -0.565 0.181 1.313  0.1525
C: 0.540 -0.405 0.771  0.4629
N: -1.469 0.659 1.892  0.3836
N: 1.255 -0.900 0.016  0.4071
O: 2.132 -1.357 -0.638  0.5849
Cl: -1.417 0.656 -1.344  0.0083
H: -0.475 1.166 -2.011  0.0007



The following is a quantum chemistry calculation of a single C2HClN2O2 molecule at a distorted geometry, from OMol25.

SMILES string: N#C[C@@H](Cl)[N+](=O)[O-]
F_max (hartree/bohr): 0.07367
Energy relative to the best compared isomer or geometry (same formula, charge and spin) (kJ/mol): 371.42
E_HOMO (eV): -12.129
Orbital gap (eV): 11.25

Last column: Löwdin charge in e.
CARTESIAN COORDINATES (ANGSTROEM)
C: 0.987 0.701 -0.812  -0.2081
C: 0.108 0.277 0.403  -0.5746
N: 1.548 1.103 -1.712  0.1711
N: -0.635 -1.007 0.119  -0.4307
O: -0.308 -2.024 0.711  0.0979
O: -1.530 -0.946 -0.659  0.1028
Cl: -1.000 1.588 0.720  0.7275
H: 0.831 0.308 1.229  0.1140



The following is a quantum chemistry calculation of an isolated ion of composition C2HClN3O and charge +1 at a distorted geometry, from OMol25.

F_max (hartree/bohr): 0.07849
Total charge: +1
Energy relative to the best compared isomer or geometry (same formula, charge and spin) (kJ/mol): 379.39
E_HOMO (eV): -14.368
Orbital gap (eV): 7.80

Last column: Löwdin charge in e.
CARTESIAN COORDINATES (ANGSTROEM)
C: 1.770 -0.580 0.301  -0.5021
C: -1.402 0.518 -0.078  -0.2276
N: 1.357 0.487 -0.053  -0.0440
N: 0.853 1.544 0.054  0.2095
N: -1.871 -0.543 -0.217  0.3395
O: -0.717 1.478 -0.135  0.1543
Cl: 2.623 -1.861 -0.128  0.9201
H: -2.614 -1.043 0.256  0.1504



What did the second record say?
The following is a quantum chemistry calculation of a single C2HClN2O2 molecule at a distorted geometry, from OMol25.

SMILES string: N#C[C@@H](Cl)[N+](=O)[O-]
F_max (hartree/bohr): 0.07367
Energy relative to the best compared isomer or geometry (same formula, charge and spin) (kJ/mol): 371.42
E_HOMO (eV): -12.129
Orbital gap (eV): 11.25

Last column: Löwdin charge in e.
CARTESIAN COORDINATES (ANGSTROEM)
C: 0.987 0.701 -0.812  -0.2081
C: 0.108 0.277 0.403  -0.5746
N: 1.548 1.103 -1.712  0.1711
N: -0.635 -1.007 0.119  -0.4307
O: -0.308 -2.024 0.711  0.0979
O: -1.530 -0.946 -0.659  0.1028
Cl: -1.000 1.588 0.720  0.7275
H: 0.831 0.308 1.229  0.1140



Question: Which of these has the highest F_max?
Answer: C2HClN2O



Please write out number 3 again, unchanged.
The following is a quantum chemistry calculation of an isolated ion of composition C2HClN3O and charge +1 at a distorted geometry, from OMol25.

F_max (hartree/bohr): 0.07849
Total charge: +1
Energy relative to the best compared isomer or geometry (same formula, charge and spin) (kJ/mol): 379.39
E_HOMO (eV): -14.368
Orbital gap (eV): 7.80

Last column: Löwdin charge in e.
CARTESIAN COORDINATES (ANGSTROEM)
C: 1.770 -0.580 0.301  -0.5021
C: -1.402 0.518 -0.078  -0.2276
N: 1.357 0.487 -0.053  -0.0440
N: 0.853 1.544 0.054  0.2095
N: -1.871 -0.543 -0.217  0.3395
O: -0.717 1.478 -0.135  0.1543
Cl: 2.623 -1.861 -0.128  0.9201
H: -2.614 -1.043 0.256  0.1504